[1]
The following is a quantum chemistry calculation of C22H24N4 in the gas phase, from OMol25.

Values from the calculation:
Molecular weight: 344.46 g/mol
HOMO-LUMO gap: 8.54 eV
Total energy: -1071.711599 a.u.
Total charge: 0
E_LUMO: 0.64 eV
SMILES string: C/C(=N/N1CCN(Cc2cccc3ccccc23)CC1)c1cccnc1
ΔE to the lowest compared entry with this formula, charge and spin: 0.00 kJ/mol

CARTESIAN COORDINATES (ANGSTROEM)
C (-5.4731, -1.5034, -1.2218)
C (-4.1989, -0.9467, -0.6464)
N (-3.2282, -1.7592, -0.5460)
N (-2.0096, -1.5649, -0.0431)
C (-1.3165, -0.2941, 0.0559)
C (-0.2394, -0.3985, 1.1485)
N (0.6779, -1.5057, 0.9627)
C (-0.0645, -2.7377, 0.7962)
C (-1.1023, -2.6596, -0.3295)
H (-1.6905, -3.5755, -0.3823)
H (-0.5963, -2.5100, -1.2966)
H (0.6334, -3.5568, 0.6130)
H (-0.5859, -2.9323, 1.7388)
C (1.7004, -1.2575, -0.0377)
C (2.8469, -0.4459, 0.5212)
C (2.9552, -0.2412, 1.8724)
C (4.0047, 0.5117, 2.4160)
C (4.9537, 1.0571, 1.6006)
C (4.8976, 0.8541, 0.2062)
C (5.8847, 1.3901, -0.6472)
C (5.8413, 1.1771, -1.9954)
C (4.8037, 0.4127, -2.5470)
C (3.8292, -0.1163, -1.7470)
C (3.8360, 0.0882, -0.3493)
H (3.0468, -0.7091, -2.1954)
H (4.7804, 0.2414, -3.6135)
H (6.6021, 1.5893, -2.6419)
H (6.6827, 1.9724, -0.2082)
H (5.7653, 1.6432, 2.0077)
H (4.0522, 0.6549, 3.4857)
H (2.2142, -0.6744, 2.5258)
H (2.0958, -2.2232, -0.3700)
H (1.2961, -0.7437, -0.9235)
H (0.3316, 0.5310, 1.1890)
H (-0.7378, -0.5441, 2.1123)
H (-2.0135, 0.4997, 0.3162)
H (-0.8540, -0.0367, -0.9117)
C (-4.2960, 0.4794, -0.2454)
C (-4.3188, 0.8515, 1.0987)
C (-4.4734, 2.1867, 1.4280)
C (-4.6046, 3.1076, 0.3987)
N (-4.5876, 2.7701, -0.8793)
C (-4.4442, 1.4952, -1.1889)
H (-4.4327, 1.2699, -2.2481)
H (-4.7292, 4.1631, 0.6020)
H (-4.4957, 2.5052, 2.4590)
H (-4.2152, 0.0968, 1.8667)
H (-5.7546, -0.9551, -2.1199)
H (-5.3328, -2.5514, -1.4679)
H (-6.2865, -1.4067, -0.5028)

Mulliken population analysis, charges in e, atoms 1 to 2: C -1.3896; C 0.3134

[2]
The following is a quantum chemistry calculation of 4 unconnected molecules or ions with the total composition C3H15N2O3 in a non-equilibrium geometry, from OMol25.

Values from the calculation:
Molecular weight: 127.16 g/mol
HOMO-LUMO gap: 9.19 eV
Total energy: -458.282932 a.u.
Total charge: +1
E_LUMO: -2.88 eV
ΔE to the lowest compared entry with this formula, charge and spin: 127.54 kJ/mol

CARTESIAN COORDINATES (ANGSTROEM)
C (-0.1634, 2.2058, -1.3333)
C (0.3479, 0.9909, -0.5871)
C (0.1606, -0.2879, -0.9376)
N (-0.5838, -0.7701, -1.9515)
N (1.2722, 1.2690, 0.5321)
H (-1.0544, 1.9865, -1.9077)
H (0.6871, 2.5967, -1.8936)
H (-0.4528, 2.9440, -0.5786)
H (0.7554, -1.0070, -0.3783)
H (-1.1317, -0.2000, -2.5704)
H (-0.8397, -1.7429, -1.9705)
H (2.1364, 0.7492, 0.3932)
H (0.9542, 0.9674, 1.4543)
H (1.4581, 2.2663, 0.5815)
H (-1.2060, 0.3135, 4.6023)
H (-1.2351, -0.7971, 3.5931)
O (-0.6740, -0.0715, 3.8957)
H (-3.4810, -3.7483, -2.4667)
H (-3.3167, -4.2649, -3.9529)
O (-2.8636, -3.9081, -3.1825)
H (3.6271, 0.7389, 2.9382)
H (2.2414, 1.2573, 3.2984)
O (2.8335, 1.1207, 2.5480)

Mulliken population analysis, charges in e, atoms 1 to 2: C -1.3884; C 0.3898

[3]
The following is a quantum chemistry calculation of C6H6 in the gas phase in a non-equilibrium geometry, from OMol25.

Values from the calculation:
Molecular weight: 78.11 g/mol
HOMO-LUMO gap (spin up / spin down): 6.45 / 7.97 eV
Total energy: -231.961120 a.u.
Total charge: 0
E_LUMO (spin up / spin down): -1.49 / -1.12 eV
ΔE to the lowest compared entry with this formula, charge and spin: 696.30 kJ/mol

CARTESIAN COORDINATES (ANGSTROEM)
C (3.5319, -0.5960, 0.4089)
C (1.2269, 0.2844, 0.0738)
C (0.0361, 0.2305, 0.3887)
C (-1.2837, 0.5368, 0.5014)
C (2.4211, -0.1719, -0.3742)
C (-2.3337, -0.1206, -0.3973)
H (3.3105, -0.2056, 1.4994)
H (-1.6894, 1.2577, 1.3436)
H (2.3890, -0.2028, -1.4774)
H (-2.6121, -1.0700, 0.0649)
H (-1.8225, -0.4992, -1.3207)
H (-3.1740, 0.5568, -0.7109)

Mulliken population analysis, charges in e, atoms 1 to 2: C -0.3191; C 0.0698

[4]
The following is a quantum chemistry calculation of a molecular structure, C33H46GeIrN8O in a non-equilibrium geometry, from OMol25.

Values from the calculation:
Molecular weight: 835.61 g/mol
HOMO-LUMO gap (spin up / spin down): 5.21 / 5.09 eV
Spin multiplicity: 2
Total energy: -3978.819821 a.u.
Total charge: +2
E_LUMO (spin up / spin down): -7.77 / -7.89 eV

CARTESIAN COORDINATES (ANGSTROEM)
Ir (0.7624, 0.3348, -0.2979)
C (6.9899, 0.7151, -2.9044)
C (6.6587, -0.7710, -2.9454)
C (5.8354, -1.1149, -4.1827)
C (5.9534, -1.2148, -1.6467)
N (4.5830, -0.7888, -1.5600)
C (3.4849, -1.5649, -1.5258)
N (2.4356, -0.7730, -1.4376)
N (2.9205, 0.4767, -1.4172)
N (4.1856, 0.4691, -1.4823)
H (7.4669, 1.0114, -3.8331)
H (7.6710, 0.9377, -2.0880)
H (6.0905, 1.3117, -2.7766)
H (7.5911, -1.3421, -2.9779)
H (4.9232, -0.5225, -4.2272)
H (5.5744, -2.1701, -4.2084)
H (6.4127, -0.8924, -5.0751)
H (6.4908, -0.7987, -0.7899)
H (5.9438, -2.3043, -1.5755)
H (3.4711, -2.6326, -1.5586)
C (-0.0127, -1.0018, 1.1245)
Ge (-1.1042, -0.4444, 2.6057)
C (-1.8977, -1.9852, 3.6667)
C (-1.9565, -1.9435, 5.0457)
C (-2.3249, -3.0892, 5.7349)
C (-2.6892, -4.2306, 5.0425)
C (-2.6506, -4.2510, 3.6588)
C (-2.2765, -3.1145, 2.9644)
C (-0.2384, 0.9655, 3.7159)
C (0.4941, 0.6732, 4.8592)
C (1.1129, 1.6888, 5.5708)
C (1.0094, 3.0015, 5.1403)
C (0.2957, 3.2961, 3.9894)
C (-0.3096, 2.2811, 3.2704)
C (-2.8563, 0.2966, 1.8964)
C (-3.3927, 1.4345, 2.4657)
C (-4.4615, 2.0583, 1.8398)
C (-5.0327, 1.4851, 0.7181)
C (-4.5192, 0.3133, 0.1880)
C (-3.4271, -0.2926, 0.7856)
H (0.3538, -2.0200, 1.2099)
H (-1.7061, -1.0452, 5.5917)
H (-2.3346, -3.0776, 6.8131)
H (-3.0341, -5.0998, 5.5819)
H (-2.9152, -5.1426, 3.1135)
H (-2.2573, -3.1184, 1.8838)
H (0.5787, -0.3511, 5.2021)
H (1.6721, 1.4581, 6.4669)
H (1.4949, 3.7933, 5.6915)
H (0.2204, 4.3196, 3.6502)
H (-0.8391, 2.5053, 2.3533)
H (-2.9806, 1.8562, 3.3714)
H (-4.8466, 2.9815, 2.2471)
H (-5.9081, 1.9361, 0.2764)
H (-4.9683, -0.1381, -0.6820)
H (-3.0130, -1.2037, 0.3756)
C (-1.4253, 3.4460, -0.4173)
C (0.0714, 3.6137, -0.6160)
O (0.7765, 2.6837, 0.2123)
C (2.1140, 3.0886, 0.5056)
C (2.7367, 2.1081, 1.4862)
H (-1.9528, 4.0178, -1.1736)
H (-1.7265, 3.8126, 0.5604)
H (-1.7037, 2.3987, -0.5153)
H (0.3741, 4.6293, -0.3376)
H (0.3521, 3.4533, -1.6654)
H (2.0901, 4.0917, 0.9490)
H (2.6866, 3.1230, -0.4310)
H (2.4683, 2.3426, 2.5116)
H (3.8176, 2.1203, 1.3930)
H (2.3729, 1.0914, 1.2697)
C (-2.5498, -3.2834, -3.9679)
C (-3.4329, -2.1942, -4.5700)
C (-4.6349, -1.9059, -3.6776)
C (-2.6343, -0.9016, -4.8515)
N (-1.9954, -0.3750, -3.6767)
C (-0.7232, -0.5140, -3.2671)
N (-0.6139, 0.0921, -2.0966)
N (-1.8201, 0.5784, -1.8170)
N (-2.6364, 0.3129, -2.7413)
H (-3.1291, -4.1935, -3.8375)
H (-2.1672, -2.9905, -2.9909)
H (-1.7096, -3.5135, -4.6183)
H (-3.7887, -2.5343, -5.5473)
H (-4.3198, -1.4652, -2.7339)
H (-5.1699, -2.8268, -3.4636)
H (-5.3223, -1.2184, -4.1624)
H (-3.3219, -0.1407, -5.2261)
H (-1.8601, -1.0962, -5.5961)
H (0.0534, -1.0123, -3.8084)

Mulliken population analysis, charges in e, atoms 1 to 2: Ir 1.6079; C -1.3258

[5]
The following is a quantum chemistry calculation of a molecular structure, C31H26BaBr2N6O6PS in a non-equilibrium geometry, from OMol25.

Values from the calculation:
Molecular weight: 938.76 g/mol
HOMO-LUMO gap: 5.30 eV
Total energy: -7889.893110 a.u.
Total charge: -1
E_LUMO: 1.03 eV
ΔE to the lowest compared entry with this formula, charge and spin: 308.77 kJ/mol

CARTESIAN COORDINATES (ANGSTROEM)
Ba (0.7900, -1.6636, -0.1456)
C (-0.3966, -6.5345, -1.2226)
C (0.0024, -5.5796, -0.1302)
N (-0.6405, -4.4762, 0.0783)
N (-1.9180, -4.4914, -0.4771)
C (-2.2006, -3.6588, -1.5087)
N (-3.3534, -3.0493, -1.6303)
S (-0.9134, -3.2785, -2.6171)
C (1.2119, -5.7519, 0.6770)
C (2.0202, -6.9082, 0.8579)
C (3.2696, -6.8087, 1.4352)
C (3.6338, -5.6804, 2.1050)
C (2.8161, -4.5627, 1.8343)
N (1.6706, -4.6025, 1.2180)
H (-0.5980, -5.9887, -2.1459)
H (-1.2979, -7.0974, -0.9993)
H (0.3771, -7.2423, -1.5732)
H (-2.6288, -5.0164, 0.0502)
H (-4.2185, -3.4769, -1.3265)
H (-3.4357, -1.9846, -1.7332)
H (1.6858, -7.8104, 0.3192)
H (3.9465, -7.6297, 1.3139)
H (4.5593, -5.5230, 2.7292)
H (3.1721, -3.5691, 2.1569)
Br (0.3149, 1.8323, 4.7989)
C (1.9247, 1.5946, 3.8672)
C (3.1650, 2.1305, 4.2849)
C (4.2107, 2.2163, 3.3459)
Br (5.9001, 2.8960, 3.8379)
C (4.1350, 1.6998, 2.0225)
C (5.2097, 1.7201, 1.0405)
C (4.9807, 1.2576, -0.2220)
C (3.6593, 0.6652, -0.4896)
N (2.9884, 0.2528, 0.5469)
C (3.0455, 0.7895, 1.8069)
C (1.8549, 0.6943, 2.6773)
O (0.8831, -0.0558, 2.4138)
H (3.2130, 2.4268, 5.3507)
H (6.0665, 2.3484, 1.2029)
H (5.8143, 1.2815, -0.9471)
H (3.2798, 0.5316, -1.4944)
O (-1.6163, -0.7494, -0.2979)
C (-2.7132, -0.2037, -0.6866)
O (-3.4797, -0.5594, -1.6561)
C (-3.1552, 1.0999, 0.1468)
P (-2.4709, 2.4919, -0.8750)
C (-1.2114, 3.7203, -0.3403)
C (0.0267, 4.0000, -0.9839)
C (0.9872, 4.7015, -0.3143)
C (0.9365, 4.9651, 1.0551)
C (-0.2896, 4.6938, 1.6919)
C (-1.4068, 4.2725, 0.9260)
C (-3.9503, 3.4816, -1.1270)
C (-5.1447, 2.7817, -1.6195)
C (-5.9838, 3.3896, -2.5354)
C (-5.8008, 4.7531, -2.9648)
C (-4.7627, 5.4510, -2.3680)
C (-3.7609, 4.8060, -1.6398)
H (-2.5753, 1.1395, 1.0942)
H (-4.2480, 1.0959, 0.3545)
H (0.3122, 3.5818, -1.9472)
H (1.9214, 4.9579, -0.8471)
H (1.7040, 5.5569, 1.5426)
H (-0.3702, 4.9719, 2.7345)
H (-2.4194, 4.3668, 1.3369)
H (-5.4399, 1.7777, -1.2411)
H (-6.7554, 2.7632, -2.9159)
H (-6.3022, 5.0857, -3.8680)
H (-4.7101, 6.5526, -2.5869)
H (-2.8455, 5.3799, -1.5517)
O (2.1405, -0.1161, -4.1495)
N (1.8083, -0.5686, -3.0184)
O (0.7887, -0.1944, -2.2935)
O (2.5877, -1.3431, -2.3632)

Mulliken population analysis, charges in e, atoms 1 to 2: Ba 1.3140; C -1.2999

[6]
The following is a quantum chemistry calculation of 2 unconnected molecules or ions with the total composition C3H9N2O2 in a non-equilibrium geometry, from OMol25.

Values from the calculation:
Molecular weight: 105.12 g/mol
HOMO-LUMO gap: 9.32 eV
Total energy: -379.293579 a.u.
Total charge: +1
E_LUMO: -4.30 eV
ΔE to the lowest compared entry with this formula, charge and spin: 554.61 kJ/mol

CARTESIAN COORDINATES (ANGSTROEM)
C (0.4906, -0.1633, -2.1171)
C (-0.7072, -1.5695, 2.5613)
C (0.4152, 1.1938, -1.5813)
N (-0.2796, -1.1698, 1.2645)
N (0.0855, 1.4423, -0.3749)
O (0.3865, -1.9451, 0.6008)
O (-0.0117, 2.6421, 0.2196)
H (1.4264, -0.2935, -2.6631)
H (0.4054, -0.9347, -1.3516)
H (-0.2988, -0.3063, -2.8594)
H (-0.6902, -0.6964, 3.2174)
H (-0.1561, -2.4212, 2.9688)
H (-1.7632, -1.8517, 2.4488)
H (-0.1372, 0.6699, 0.2993)
H (0.6417, 2.0230, -2.2489)
H (0.1927, 3.3803, -0.3842)

Mulliken population analysis, charges in e, atoms 1 to 2: C -0.9013; C -0.7797

[7]
The following is a quantum chemistry calculation of C5H11N3 in the gas phase in a non-equilibrium geometry, from OMol25.

Values from the calculation:
Molecular weight: 113.16 g/mol
HOMO-LUMO gap: 9.20 eV
Total energy: -361.081162 a.u.
Total charge: 0
E_LUMO: 0.88 eV
SMILES string: N[C@H]1[C@H]2N[C@@H]2C[C@@H]1N
ΔE to the lowest compared entry with this formula, charge and spin: 809.26 kJ/mol

CARTESIAN COORDINATES (ANGSTROEM)
C (0.2448, -0.1165, 1.1561)
C (-1.3206, -0.6712, 0.6141)
C (-1.0018, -0.7212, -0.8657)
C (-0.2360, 0.6387, -0.9336)
C (0.9393, 0.1809, -0.1080)
H (0.0157, 0.9763, 3.1110)
H (-0.3036, 1.8433, 1.8724)
H (0.8419, -0.9617, 1.8099)
H (-1.6497, 0.3653, 0.6802)
H (-1.5858, -1.6978, 1.1724)
H (-0.4541, -1.5743, -1.0254)
H (-1.2892, 0.0323, -2.9310)
H (-0.3474, 1.7321, -0.2720)
H (1.4989, 1.1995, 0.0249)
H (2.7390, -0.6363, 0.0472)
H (2.1539, -0.1890, -1.3938)
N (0.4327, 1.0622, 2.0722)
N (-1.4166, 0.2673, -1.8498)
N (1.9306, -0.8944, -0.5471)

Mulliken population analysis, charges in e, atoms 1 to 2: C -0.1350; C -1.0587

[8]
The following is a quantum chemistry calculation of 2 unconnected molecules or ions with the total composition C5H10O, from OMol25.

Values from the calculation:
Molecular weight: 86.13 g/mol
HOMO-LUMO gap: 10.80 eV
Total energy: -271.706841 a.u.
Total charge: 0
E_LUMO: 1.10 eV
SMILES string: C=CC.CC=O
ΔE to the lowest compared entry with this formula, charge and spin: 120.18 kJ/mol

CARTESIAN COORDINATES (ANGSTROEM)
C (1.8114, 0.7918, 0.2318)
C (1.4288, -0.6165, -0.1158)
C (0.8389, -1.4766, 0.7120)
C (-1.3859, 0.1919, -1.1243)
C (-2.1144, 0.4720, 0.1623)
O (-0.7223, 1.0078, -1.7207)
H (1.4124, 1.4947, -0.5082)
H (1.4257, 1.0735, 1.2171)
H (2.9016, 0.9118, 0.2437)
H (1.6494, -0.9354, -1.1354)
H (0.5812, -2.4865, 0.4023)
H (0.6003, -1.2068, 1.7401)
H (-1.5071, -0.8331, -1.5329)
H (-1.9444, -0.3329, 0.8847)
H (-1.7825, 1.4268, 0.5754)
H (-3.1932, 0.5177, -0.0323)

Mulliken population analysis, charges in e, atoms 1 to 2: C -0.9604; C 0.0663